# C54H139N9O17

11 unconnected molecules or ions with the total composition C54H139N9O17 at a distorted geometry (ωB97M-V/def2-TZVPD, the OMol25 dataset).

XYZ file:
```
219
Properties=species:S:1:pos:R:3:forces:R:3:lowdin_charge:R:1
C -7.21946 -2.90238 2.07351 0.358 -0.949 0.749 -0.156
O -7.80689 -2.00509 1.20159 -0.670 0.353 -1.276 -0.184
C -8.69651 -2.64318 0.24952 0.022 1.403 -0.025 -0.168
C -8.87909 -1.76157 -1.02958 -0.878 0.256 0.963 -0.418
C -9.69747 -0.45655 -0.81575 1.301 0.231 0.047 -0.061
N -9.62220 -2.55015 -2.01756 0.817 -0.084 -0.497 0.023
H -6.37564 -3.44541 1.64785 0.152 -0.070 -0.437 0.084
H -7.92206 -3.66191 2.41639 -0.264 -0.105 0.105 0.083
H -6.82046 -2.42397 2.96794 -0.212 0.467 -0.129 0.086
H -8.30520 -3.61396 -0.05475 0.068 -0.121 0.021 0.117
H -9.67223 -2.75092 0.72329 -0.117 -0.323 0.051 0.123
H -7.86209 -1.49031 -1.31283 0.106 0.095 -0.394 0.128
H -10.58979 -0.55450 -0.19747 0.274 -0.093 0.185 0.079
H -9.99639 0.05394 -1.73126 -0.199 -0.671 -0.522 0.065
H -8.98249 0.28921 -0.46827 -0.271 0.033 0.958 0.072
H -8.96840 -3.18103 -2.45874 0.153 -0.859 0.257 0.065
H -9.75620 -1.93877 -2.81025 -0.634 0.431 -0.060 0.061
C -2.31175 -6.23448 9.53055 0.400 -0.500 -0.369 -0.094
O -0.93609 -6.31475 9.18424 -0.069 1.507 1.026 -0.201
C -0.52415 -7.25685 8.24233 0.422 -0.433 1.756 -0.226
C 1.03553 -7.20740 8.12190 -1.976 3.111 -0.727 -0.450
C 1.40338 -5.82895 7.53545 0.119 -0.074 0.256 -0.064
N 1.42106 -8.21557 7.22855 0.754 -1.914 -0.360 0.029
H -2.53468 -5.40493 10.20155 0.573 0.410 -0.381 0.085
H -2.62960 -7.08890 10.12808 -0.063 -0.556 -0.334 0.081
H -2.87623 -6.14127 8.60277 -0.467 -0.047 0.122 0.086
H -0.77276 -8.23331 8.65805 -0.140 -0.606 -0.140 0.115
H -1.06942 -7.15445 7.30409 0.288 0.200 -0.470 0.125
H 1.51981 -7.23589 9.09799 -0.180 -0.661 0.047 0.142
H 2.38871 -5.86763 7.07097 0.127 0.020 0.179 0.073
H 1.38739 -5.08045 8.32766 0.050 0.069 -0.131 0.074
H 0.70364 -5.50661 6.76437 -0.152 -0.105 -0.052 0.076
H 0.95767 -9.04288 7.57630 0.286 -0.720 -0.211 0.069
H 1.01715 -8.07665 6.31332 0.027 0.303 -0.227 0.081
C 3.12323 1.44429 2.81966 0.195 -0.290 0.450 -0.132
O 2.48930 0.83388 1.72177 -0.133 -1.754 -0.302 -0.195
C 2.17380 -0.58580 1.92385 -1.885 0.766 -0.139 -0.141
C 1.14818 -1.07404 0.80500 0.354 3.554 -0.355 -0.460
C -0.26570 -0.38210 0.81595 1.926 1.340 0.757 -0.048
N 0.94176 -2.44603 0.75134 0.467 -2.852 0.326 0.015
H 3.70333 2.31212 2.50588 -0.556 0.230 -0.270 0.086
H 3.88031 0.83467 3.31291 0.041 -0.619 -0.103 0.078
H 2.38871 1.67909 3.59003 -0.056 0.369 0.072 0.085
H 3.07466 -1.18960 2.03322 0.236 -0.043 -0.613 0.115
H 1.63283 -0.74603 2.85648 -0.018 0.389 0.501 0.115
H 1.64252 -0.76712 -0.11669 0.063 0.602 -0.294 0.124
H -0.08743 0.67859 0.99270 0.154 0.292 -0.060 0.060
H -0.86649 -0.65257 1.68428 -0.235 -0.673 -0.439 0.075
H -0.73542 -0.37604 -0.16763 -0.267 -0.711 0.236 0.072
H 1.84466 -2.89616 0.79875 0.278 -0.432 0.315 0.070
H 0.66996 -2.66761 -0.19583 -0.568 -0.172 -0.075 0.083
C 10.86154 -0.23839 1.62848 -0.255 0.237 0.287 -0.108
O 10.95527 -0.80619 0.32619 0.133 0.834 0.463 -0.168
C 12.28594 -1.04798 -0.07772 1.244 -0.553 -0.117 -0.233
C 13.18375 0.17452 -0.24328 -2.126 1.054 -0.374 -0.184
N 12.55441 1.04090 -1.27849 1.055 -1.722 0.093 -0.057
C 12.92670 2.38319 -1.18892 -0.665 1.622 -0.979 -0.273
C 12.13256 3.16739 -2.24048 -0.588 -0.186 -0.048 -0.176
O 10.66115 3.11120 -2.13149 3.384 -0.732 -0.962 -0.189
C 10.21746 3.87310 -1.07552 -0.938 0.451 -0.068 -0.150
H 11.16425 -0.93197 2.41296 0.065 -0.338 -0.047 0.087
H 9.84527 0.09082 1.84512 -0.234 -0.478 -0.408 0.087
H 11.42673 0.67659 1.80584 0.455 0.048 -0.494 0.073
H 12.25966 -1.57400 -1.03204 -0.339 0.033 -0.017 0.125
H 12.79388 -1.71198 0.62170 -0.096 -0.287 0.335 0.115
H 14.23604 -0.02538 -0.44534 -0.182 -0.435 -0.532 0.121
H 13.21939 0.70572 0.70785 -0.046 0.253 0.368 0.090
H 11.54508 1.07423 -1.29408 -0.223 -0.954 0.413 0.109
H 13.94516 2.60031 -1.51093 0.404 -0.256 0.477 0.125
H 12.71827 2.76315 -0.18878 0.389 0.545 0.369 0.110
H 12.39480 2.76153 -3.21752 -0.277 -0.115 0.007 0.121
H 12.52947 4.18205 -2.20864 -0.563 0.473 -0.021 0.112
H 10.52963 3.50012 -0.10005 -0.301 -0.220 0.203 0.081
H 9.14911 3.81942 -1.28495 -0.254 0.430 1.083 0.098
H 10.56856 4.90221 -1.15143 -0.043 0.300 -0.026 0.087
C -10.93797 5.92653 -11.20394 1.493 -0.082 -0.303 -0.093
O -10.20626 4.68277 -11.41234 -0.208 1.122 0.927 -0.202
C -9.54293 4.63369 -12.68765 -1.848 -0.173 0.044 -0.232
C -8.55211 3.50872 -12.72915 1.220 -0.210 1.742 -0.195
N -7.40666 3.82314 -11.82893 1.033 -0.973 -0.620 -0.048
C -6.26551 2.85993 -11.91876 -0.531 0.822 -0.488 -0.230
C -5.26673 3.19047 -10.84238 -1.242 -0.288 0.310 -0.221
O -5.88894 2.77065 -9.59317 0.629 0.434 -0.059 -0.211
C -5.22896 3.24154 -8.39513 -0.308 -0.957 -0.964 -0.087
H -11.20223 6.12377 -10.16502 -0.202 -0.980 0.073 0.081
H -11.80022 6.07027 -11.85506 -0.111 -0.401 -0.080 0.081
H -10.25079 6.75297 -11.38524 0.148 0.182 -0.429 0.075
H -9.13930 5.60892 -12.95988 0.335 -0.018 0.093 0.118
H -10.38927 4.40359 -13.33485 0.244 0.044 -0.909 0.117
H -8.16128 3.27733 -13.72002 -0.112 0.436 -0.140 0.119
H -8.99576 2.58577 -12.35574 -0.555 -0.143 -0.196 0.118
H -7.65705 3.72421 -10.85547 -0.726 0.292 0.096 0.093
H -5.74906 2.96576 -12.87279 -0.097 0.206 -0.237 0.113
H -6.52050 1.80268 -11.84593 -0.429 -0.214 0.146 0.116
H -5.14762 4.27218 -10.90423 0.344 0.151 0.474 0.120
H -4.35154 2.67431 -11.13237 0.366 -0.121 0.779 0.118
H -5.73715 2.91141 -7.48912 -0.755 0.101 -0.354 0.079
H -5.20451 4.33073 -8.42927 0.621 -0.036 0.214 0.087
H -4.30179 2.67379 -8.31690 0.695 0.808 -0.116 0.082
C 0.42743 7.40866 -6.87164 -0.288 -0.390 1.340 -0.104
O 1.20100 7.01928 -5.73208 -0.122 -0.817 -0.586 -0.219
C 1.46530 5.59108 -5.68051 -0.375 1.048 0.654 -0.211
C 1.87374 5.27332 -4.23509 -0.704 0.325 -0.721 -0.191
N 0.71279 5.11691 -3.33418 -0.311 -1.027 -0.766 -0.070
C -0.08148 6.28060 -3.02069 -1.012 1.384 0.761 -0.214
C -1.22485 6.06727 -1.94863 0.242 0.721 0.043 -0.167
O -1.94075 7.29108 -1.51754 0.086 -0.704 -1.712 -0.210
C -2.99419 7.74718 -2.44852 1.315 -0.260 0.789 -0.084
H 0.16443 8.46042 -6.75889 0.640 0.140 -0.261 0.085
H -0.54320 6.92256 -6.77327 -0.147 -0.441 -0.505 0.078
H 0.93338 7.15055 -7.80197 -0.114 0.205 -0.138 0.086
H 2.20081 5.32008 -6.43792 0.546 0.147 0.168 0.114
H 0.61387 4.95263 -5.91626 -0.631 0.360 -0.020 0.116
H 2.52826 6.08245 -3.91102 0.342 0.035 0.127 0.114
H 2.42869 4.34216 -4.34946 -0.025 -0.125 0.731 0.115
H 0.97943 4.63271 -2.48887 0.088 0.064 0.008 0.104
H -0.63020 6.75033 -3.83701 0.399 -0.550 -0.737 0.097
H 0.58572 7.07815 -2.69383 -0.057 0.411 0.490 0.116
H -0.76028 5.65118 -1.05468 -0.197 0.159 0.258 0.108
H -1.97936 5.35708 -2.28694 0.102 -0.157 -0.278 0.110
H -3.79117 7.01184 -2.55896 -0.023 -0.107 0.205 0.078
H -2.61764 7.99329 -3.44137 0.315 -0.184 -0.068 0.069
H -3.37201 8.68542 -2.04225 -0.072 -0.244 0.221 0.081
C 3.62367 0.42697 8.95020 -1.575 -0.507 0.115 -0.082
O 2.31591 1.03835 9.10929 0.958 -0.265 0.167 -0.212
C 2.08335 1.58586 10.39824 -0.596 1.094 -0.249 -0.216
C 0.82869 2.50588 10.39347 0.863 -0.367 -0.867 -0.211
N -0.43255 1.81541 10.40680 -0.672 -0.702 0.889 -0.068
C -0.73044 0.81500 9.38737 0.044 -0.234 -0.384 -0.194
C -0.94483 1.41858 7.99368 0.064 -0.391 1.220 -0.228
O -2.15601 2.15500 8.12257 -0.223 -0.465 -1.365 -0.191
C -2.51005 2.63545 6.82592 0.196 0.933 0.504 -0.111
H 3.52795 -0.15204 8.03168 0.356 0.419 -0.245 0.084
H 3.79039 -0.34129 9.70525 0.025 0.122 0.440 0.080
H 4.46121 1.12454 8.95466 -0.168 0.229 -0.136 0.083
H 2.92901 2.20838 10.69049 0.254 0.162 -0.023 0.111
H 1.97426 0.83930 11.18491 -0.124 -0.431 -0.090 0.122
H 0.82177 3.17604 9.53386 0.804 0.121 -0.454 0.107
H 0.93019 3.18982 11.23610 -0.283 -0.285 0.380 0.113
H -1.16534 2.51041 10.39692 -0.191 -0.092 0.064 0.103
H -1.65741 0.30059 9.64078 -0.237 0.287 0.237 0.114
H -0.01474 -0.00700 9.40084 0.443 0.380 -0.155 0.111
H -1.04201 0.68173 7.19637 -0.038 -0.319 0.055 0.118
H -0.08471 2.04190 7.74920 -0.007 0.403 -0.196 0.111
H -3.51453 3.05867 6.82742 0.124 0.133 0.351 0.086
H -2.49387 1.92497 5.99945 0.202 -0.606 0.297 0.081
H -1.75861 3.39752 6.61931 -0.218 0.375 -0.568 0.086
C -1.33578 -6.13568 -6.44164 0.458 -0.340 0.567 -0.115
O -2.70234 -6.11382 -6.12203 -0.330 0.201 -0.144 -0.176
C -3.39633 -5.00278 -6.61246 -1.106 0.972 0.255 -0.247
C -4.76516 -4.78706 -5.90546 -0.051 -0.683 -0.729 -0.185
N -5.64886 -5.95882 -5.78749 -0.271 1.325 1.159 -0.078
C -5.75671 -6.82817 -6.93022 0.505 -1.429 0.680 -0.219
C -7.01132 -7.71065 -6.88412 -0.230 0.572 -1.448 -0.207
O -6.90850 -8.63891 -7.98590 -0.474 -1.356 0.305 -0.200
C -8.00806 -9.59319 -8.09825 -0.399 1.285 0.214 -0.096
H -1.08102 -5.97238 -7.48879 -0.392 -0.136 -0.275 0.088
H -0.98171 -7.11238 -6.11179 0.092 -0.025 -0.257 0.089
H -0.76544 -5.40212 -5.87182 -0.080 0.334 0.174 0.083
H -3.56794 -5.01489 -7.68880 0.123 -0.619 -0.319 0.112
H -2.88393 -4.05321 -6.45802 0.610 0.080 0.241 0.114
H -5.31784 -4.04785 -6.48531 0.146 0.183 -0.277 0.109
H -4.60829 -4.30150 -4.94228 -0.067 -0.474 0.243 0.111
H -5.32318 -6.51771 -5.01181 -0.025 0.048 0.103 0.105
H -4.94220 -7.52721 -6.74047 0.440 -0.259 -1.392 0.117
H -5.69525 -6.29460 -7.87870 0.119 -0.112 0.075 0.130
H -7.86047 -7.05895 -7.08984 -0.428 -0.023 0.340 0.116
H -7.12051 -8.18573 -5.90919 -0.004 -0.241 0.002 0.119
H -8.24830 -10.11999 -7.17474 0.345 0.113 0.288 0.078
H -7.95694 -10.34691 -8.88399 1.257 0.187 -0.061 0.078
H -8.91061 -9.06319 -8.40254 -0.236 0.399 0.268 0.074
C 3.57739 -7.07666 -0.07689 -0.714 1.255 -1.353 -0.117
O 2.29230 -7.64408 -0.16123 0.107 -0.013 0.919 -0.191
C 2.23055 -8.87529 0.51907 -1.912 -0.332 -0.875 -0.227
C 0.79372 -9.40176 0.44056 0.317 -0.949 0.865 -0.220
N -0.18734 -8.74466 1.29850 1.197 0.482 0.021 -0.062
C -1.55264 -9.14551 1.03550 -0.094 -0.175 0.646 -0.235
C -1.97381 -8.71423 -0.32582 -1.238 0.644 -1.176 -0.231
O -3.38825 -8.75162 -0.61342 -0.050 -0.848 0.340 -0.194
C -3.90221 -10.10321 -0.71177 1.025 0.720 0.282 -0.085
H 3.48430 -6.20604 -0.72608 0.286 0.172 -0.114 0.083
H 4.31292 -7.71859 -0.56168 0.353 -0.188 0.576 0.090
H 3.81721 -6.64789 0.89612 0.255 -0.676 0.320 0.090
H 2.50903 -8.84257 1.57239 0.425 0.239 0.018 0.129
H 2.78459 -9.60679 -0.06918 0.615 -0.175 0.351 0.121
H 0.90010 -10.40011 0.86491 -0.146 -0.487 -0.337 0.118
H 0.46600 -9.48736 -0.59548 0.281 0.033 -0.174 0.105
H -0.02017 -7.76263 1.13187 -0.613 0.435 0.199 0.103
H -2.23403 -8.69384 1.75648 0.088 0.107 0.173 0.127
H -1.62101 -10.22218 1.19113 0.066 -0.129 -0.054 0.113
H -1.41059 -9.22952 -1.10387 -0.135 -0.126 -0.185 0.111
H -1.72971 -7.65389 -0.39054 0.028 0.087 -0.204 0.131
H -4.97355 -10.15646 -0.51815 0.089 0.432 -0.078 0.085
H -3.39066 -10.69909 0.04410 -0.176 -0.347 -0.063 0.069
H -3.67667 -10.49974 -1.70172 -0.059 -0.142 -0.088 0.083
C 1.49647 11.49716 7.70056 -0.073 1.117 -0.230 -0.068
C 2.30566 11.44636 6.41864 -0.709 -1.900 0.335 -0.519
C 2.15545 10.06094 5.78451 0.451 -0.294 -0.867 -0.061
O 1.85645 12.42853 5.51613 0.186 0.200 0.074 -0.035
H 1.48545 12.54869 7.98739 0.080 0.143 0.534 0.070
H 1.94007 10.91462 8.50800 -0.273 -0.136 -0.097 0.084
H 0.44907 11.28703 7.48397 0.046 -0.509 0.182 0.088
H 3.35281 11.61534 6.66968 0.254 -0.021 -0.073 0.131
H 2.05105 9.23390 6.48679 0.451 0.234 0.353 0.075
H 3.00127 9.87933 5.12141 0.197 -0.231 0.131 0.072
H 1.30461 9.89895 5.12274 -0.387 0.786 0.112 0.080
H 2.01213 13.22462 6.02956 -0.223 0.610 -0.453 0.082
C 8.80667 6.75236 7.09501 -0.185 0.260 0.693 -0.072
C 10.16123 6.59148 6.40297 -0.271 -1.001 1.895 -0.530
C 10.62347 5.12195 6.50280 -0.226 0.393 -0.474 -0.047
O 9.99400 6.94033 5.08639 0.082 0.238 -1.853 -0.034
H 7.96207 6.23938 6.63501 0.393 -0.532 -0.352 0.083
H 8.47698 7.79101 7.07019 0.246 0.322 0.196 0.073
H 8.84219 6.43568 8.13739 0.038 0.088 0.090 0.080
H 10.87287 7.27925 6.85973 0.248 -0.029 0.342 0.130
H 10.93862 4.76574 7.48356 -0.421 0.411 0.255 0.076
H 11.47217 4.87495 5.86500 -0.149 0.287 -0.350 0.074
H 9.73425 4.58673 6.16973 0.261 -0.572 -0.005 0.078
H 9.46697 7.74233 5.11126 -0.017 0.131 -0.440 0.089
```
Positions in Å, forces in eV/Å.

Its frontier orbital gap is 8.676 eV. The max |F| comes out at 0.073 hartree/bohr. As for the charge: 0. The value obtained for the energy above the lowest of the compared OMol25 structures with the same formula, charge and spin is 4.473 eV. The HOMO energy comes out at -8.3 eV. The SMILES is COC[C@H](C)N.COC[C@H](C)N.COC[C@H](C)N.COCCNCCOC.COCCNCCOC.COCCNCCOC.COCCNCCOC.COCCNCCOC.COCCNCCOC.CC(C)O.CC(C)O.